Density functional theory data (ωB97M-V/def2-TZVPD) for a molecular structure, C18H42AgF4N6O6Pt at a distorted geometry.

Structure (XYZ):
```
78
Properties=species:S:1:pos:R:3
Ag 2.69 1.83 1.05
Pt -0.69 2.48 0.48
F 0.44 0.61 0.49
F 0.70 3.51 1.75
F 3.21 2.99 3.06
F -1.97 4.26 0.31
C -3.80 1.62 -0.06
O -2.60 1.44 -0.28
N -4.68 0.65 0.39
C -6.10 0.80 0.08
C -4.20 -0.75 0.39
H -4.40 2.54 -0.12
H -6.52 1.75 -0.26
H -6.78 0.39 0.83
H -6.07 0.19 -0.82
H -4.04 -1.23 -0.58
H -3.24 -0.66 0.89
H -4.86 -1.32 1.05
C 5.30 2.00 -0.80
O 4.42 2.89 -0.55
N 4.86 0.87 -1.37
C 5.78 -0.24 -1.34
C 3.64 0.80 -2.05
H 6.33 2.09 -0.40
H 6.79 -0.16 -0.95
H 6.02 -0.70 -2.30
H 5.24 -1.08 -0.91
H 3.80 0.43 -3.06
H 2.94 0.10 -1.58
H 3.11 1.75 -2.11
C 2.75 -1.39 1.67
O 3.45 -0.62 1.02
N 2.75 -1.44 3.05
C 1.85 -2.23 3.94
C 3.60 -0.60 4.00
H 2.10 -2.15 1.21
H 2.40 -2.87 4.63
H 1.02 -2.84 3.58
H 1.34 -1.52 4.59
H 2.89 -0.21 4.73
H 4.41 -1.11 4.52
H 4.03 0.23 3.44
C 0.85 -1.67 -2.64
O 1.46 -1.63 -3.76
N -0.02 -2.65 -2.36
C -0.32 -3.68 -3.26
C -0.72 -2.68 -1.07
H 0.82 -0.95 -1.81
H -1.38 -3.84 -3.47
H 0.01 -4.63 -2.84
H 0.08 -3.54 -4.26
H -0.12 -2.94 -0.20
H -1.03 -1.66 -0.81
H -1.63 -3.26 -0.93
C -1.83 1.07 3.42
O -1.79 1.65 2.39
N -1.64 -0.28 3.58
C -1.94 -0.88 4.84
C -1.40 -1.05 2.36
H -1.97 1.55 4.40
H -2.97 -1.24 4.91
H -1.68 -0.21 5.67
H -1.34 -1.78 4.80
H -2.18 -1.80 2.25
H -1.52 -0.39 1.50
H -0.39 -1.45 2.26
C -0.76 2.97 -2.80
O -0.44 2.55 -1.67
N -1.36 2.20 -3.77
C -1.53 2.68 -5.07
C -1.46 0.80 -3.47
H -0.69 4.04 -3.07
H -2.40 2.32 -5.61
H -0.79 2.38 -5.82
H -1.49 3.76 -5.20
H -1.83 0.63 -2.45
H -2.05 0.18 -4.15
H -0.48 0.32 -3.48
```

Values from the calculation:
Spin multiplicity: 3
HOMO-LUMO gap (spin up / spin down) in eV: 5.1 / 6.0
M in g mol⁻¹: 817.5
Charge: -1
Calculated total energy in eV: -58684.1850

Löwdin atomic charge list, values in e, 5 entries: 0.743 1.217 -0.619 -0.650 -0.767

***

Density functional theory data (ωB97M-V/def2-TZVPD) for a molecular structure, C18H42AsF6N6O6Y at a distorted geometry.

Structure (XYZ):
```
80
Properties=species:S:1:pos:R:3
Y 1.94 -0.11 -0.32
As -2.08 -0.52 -0.65
F -1.88 -1.19 -2.24
F -1.78 -2.06 0.08
F -2.19 0.35 0.88
F -2.26 1.07 -1.37
F -3.79 -0.79 -0.64
F -0.30 -0.11 -0.50
C -4.04 3.99 1.63
C -5.02 2.90 2.11
O -5.80 3.09 3.01
N -4.94 1.74 1.41
C -5.79 0.58 1.57
H -3.42 3.61 0.82
H -3.49 4.23 2.54
H -4.52 4.93 1.36
H -4.36 1.79 0.59
H -6.01 0.08 0.63
H -6.65 0.78 2.20
H -5.11 -0.16 2.03
C -0.25 2.44 2.76
C 1.10 1.83 2.57
O 1.36 1.23 1.49
N 2.00 1.93 3.53
C 3.40 1.56 3.45
H -0.67 2.17 3.73
H -0.99 2.07 2.04
H -0.24 3.52 2.66
H 1.73 2.50 4.32
H 3.82 1.38 4.44
H 4.01 2.39 3.08
H 3.46 0.64 2.88
C 0.16 -3.79 -2.17
C 1.34 -3.53 -1.29
O 1.77 -2.36 -1.13
N 1.97 -4.52 -0.64
C 1.52 -5.93 -0.62
H -0.69 -4.12 -1.56
H 0.56 -4.37 -3.01
H -0.24 -2.87 -2.60
H 2.57 -4.17 0.09
H 0.73 -6.05 -1.36
H 1.06 -6.22 0.32
H 2.39 -6.51 -0.91
C -0.31 3.68 -1.13
C 0.92 3.02 -1.65
O 1.27 1.92 -1.18
N 1.69 3.74 -2.48
C 2.82 3.18 -3.19
H -0.39 4.74 -1.36
H -0.47 3.51 -0.07
H -1.15 3.21 -1.66
H 1.44 4.69 -2.67
H 2.81 3.49 -4.24
H 2.87 2.10 -3.05
H 3.74 3.72 -2.94
C -0.04 0.81 -4.27
C 1.04 -0.14 -3.86
O 1.38 -0.28 -2.67
N 1.58 -0.91 -4.81
C 2.82 -1.68 -4.77
H -0.98 0.61 -3.74
H -0.35 0.69 -5.31
H 0.31 1.82 -4.09
H 1.31 -0.77 -5.77
H 3.67 -1.02 -4.95
H 2.76 -2.47 -5.52
H 2.85 -2.22 -3.82
C -0.46 -1.45 3.35
C 0.69 -1.90 2.51
O 0.87 -1.37 1.39
N 1.55 -2.77 3.03
C 1.38 -3.45 4.31
H -0.09 -0.76 4.12
H -1.00 -2.23 3.90
H -1.28 -0.93 2.86
H 2.42 -2.92 2.55
H 0.41 -3.95 4.34
H 1.45 -2.83 5.20
H 2.10 -4.26 4.38
```

Values from the calculation:
Relative energy (zero: lowest compared OMol25 entry of this formula, charge and spin) in kJ/mol: 333.57
HOMO-LUMO gap in eV: 5.6
M in g mol⁻¹: 716.4
Charge: +2
Calculated total energy in eV: -118756.5442

Löwdin atomic charge list, values in e, 5 entries: 1.861 0.834 -0.219 -0.213 -0.253

***

Density functional theory data (ωB97M-V/def2-TZVPD) for a molecular structure, C18H42Be2ClN3O6 at a distorted geometry.

Structure (XYZ):
```
72
Properties=species:S:1:pos:R:3
Be 7.24 3.55 -0.15
Be -1.16 3.28 6.12
N 7.85 -2.01 6.67
H 8.40 -1.19 6.44
H 8.37 -2.62 6.05
H 6.90 -1.95 6.35
H 7.87 -2.29 7.64
Cl 2.28 -1.28 1.67
O 3.41 -0.33 1.64
O 2.00 -1.77 0.34
O 2.72 -2.37 2.49
O 1.12 -0.65 2.29
C -6.69 1.72 3.45
C -7.88 2.18 4.28
C -8.59 0.89 4.73
C -9.50 0.87 5.88
C -8.77 1.53 7.09
C -8.00 2.80 6.84
N -7.36 2.85 5.46
O -6.73 4.04 5.23
C -9.06 4.07 6.89
C -7.06 2.94 8.02
C -8.87 3.03 3.37
H -6.05 2.59 3.44
H -7.11 1.52 2.46
H -6.16 0.88 3.90
H -9.10 0.37 3.92
H -7.78 0.26 5.08
H -10.09 -0.02 6.11
H -10.29 1.48 5.46
H -8.13 0.79 7.58
H -9.63 1.70 7.73
H -9.90 4.19 7.58
H -8.45 4.97 6.95
H -9.51 4.15 5.90
H -6.66 1.93 8.16
H -6.27 3.70 8.02
H -7.68 3.02 8.91
H -9.84 3.32 3.78
H -9.04 2.56 2.40
H -8.44 3.99 3.07
H -7.47 4.51 4.83
C 6.65 -0.04 -7.72
C 5.58 -1.07 -7.39
C 5.30 -1.82 -8.66
C 6.27 -3.01 -9.04
C 6.42 -3.81 -7.80
C 6.85 -3.03 -6.51
N 5.94 -1.99 -6.35
O 6.13 -1.18 -5.08
C 6.79 -3.95 -5.29
C 8.41 -2.58 -6.68
C 4.31 -0.30 -6.90
H 7.18 -0.32 -8.62
H 7.40 0.12 -6.94
H 6.17 0.84 -8.15
H 4.34 -2.25 -8.38
H 5.27 -1.13 -9.51
H 7.18 -2.53 -9.40
H 5.84 -3.57 -9.87
H 7.20 -4.56 -7.94
H 5.55 -4.46 -7.64
H 7.29 -4.85 -5.66
H 7.46 -3.77 -4.46
H 5.78 -4.22 -4.98
H 8.82 -1.94 -5.90
H 8.99 -3.50 -6.79
H 8.46 -2.03 -7.62
H 4.08 0.54 -7.55
H 4.25 -0.15 -5.82
H 3.37 -0.83 -7.02
H 5.84 -1.82 -4.43
```

Values from the calculation:
Relative energy (zero: lowest compared OMol25 entry of this formula, charge and spin) in kJ/mol: 365.55
HOMO-LUMO gap in eV: 1.2
M in g mol⁻¹: 450.0
Charge: +4
Calculated total energy in eV: -49363.7719

Löwdin atomic charge list, values in e, 5 entries: 0.468 0.539 0.352 0.161 0.160